Molecular formula: C19H22N4
Method: DFT, ωB97M-V/def2-TZVPD

Net charge   +2
Frontier orbital gap   7.477 eV

Positions of all 45 atoms, in Å:
N 3.719 1.818 0.352
N -1.979 -2.865 0.168
N -3.122 -3.673 0.115
N 5.314 3.206 -0.773
C 1.649 0.858 -0.659
C -0.730 -3.410 -0.054
C -4.083 -3.211 -0.925
C 0.422 -1.188 0.306
C 1.605 -0.204 0.373
C 2.734 1.840 -0.605
C -6.702 -0.597 -1.783
C -2.099 -1.506 0.461
C 0.510 -2.622 0.011
C -5.307 -2.350 -0.337
C -5.381 -0.894 -0.969
C 2.689 -0.226 1.368
C 3.728 0.816 1.320
C 5.110 3.353 1.750
C 6.738 4.854 0.530
C -0.937 -0.622 0.544
C 6.152 4.413 1.811
C 4.788 2.842 0.422
C 6.264 4.177 -0.684
H -4.546 -4.136 -1.381
H -6.601 -0.970 -2.838
H -3.564 -2.676 -1.761
H 6.414 4.839 2.804
H -6.786 0.529 -1.874
H -7.644 -0.930 -1.277
H 4.538 0.779 2.094
H 0.889 0.938 -1.467
H 4.578 2.965 2.651
H 2.703 -1.009 2.170
H -1.065 0.464 0.786
H -3.096 -1.053 0.674
H 1.497 -3.105 -0.161
H 2.747 2.636 -1.383
H -0.654 -4.496 -0.304
H -6.268 -2.923 -0.373
H -5.311 -0.129 -0.143
H 6.719 4.518 -1.654
H -5.061 -2.216 0.762
H -3.555 -3.733 1.042
H 7.497 5.668 0.567
H -4.514 -0.769 -1.673



Molecular formula: C19H22N4O2S
Method: DFT, ωB97M-V/def2-TZVPD

Net charge   0
Frontier orbital gap   7.280 eV
ΔE to the lowest compared entry with this formula, charge and spin   25.70 kcal/mol
SMILES   CCOc1ccc2nc3sc(C(=O)N4CCN(C)CC4)c(N)c3cc2c1

Positions of all 48 atoms, in Å:
S -0.161 -0.973 1.342
O 1.104 2.464 2.872
O -0.114 -0.943 -6.643
N -0.537 -1.694 -1.210
N 1.677 2.343 0.280
N 0.770 0.599 4.052
N -1.358 0.088 5.435
C 0.858 1.252 2.872
C -0.395 -1.453 -2.522
C 0.246 -0.280 -3.025
C 0.354 -0.089 -4.419
C -0.153 -1.020 -5.289
C 0.367 0.022 -8.754
C 0.997 1.173 0.391
C 0.681 0.567 1.592
C 0.482 0.188 -7.247
C 0.685 1.388 5.266
C -0.343 0.759 6.220
C -0.063 -0.807 -0.381
C 0.615 -0.807 4.310
C -0.820 -1.091 4.776
C -2.560 -0.210 6.174
C 0.750 0.648 -2.099
C -0.784 -2.186 -4.783
C -0.902 -2.396 -3.444
C 0.601 0.396 -0.753
H 0.152 0.069 6.928
H -1.165 -2.894 -5.502
H -0.817 1.548 6.807
H 1.669 1.448 5.748
H -2.979 0.714 6.568
H -3.285 -0.660 5.496
H 1.693 2.878 1.144
H -0.036 1.102 -6.924
H 0.868 -1.402 3.437
H -2.388 -0.906 7.011
H -0.679 -0.053 -9.039
H -0.817 -1.971 5.444
H 0.384 2.395 4.975
H 1.538 0.260 -6.951
H -1.459 -1.314 3.918
H 0.814 0.876 -9.255
H 1.324 -1.066 5.107
H 0.844 0.808 -4.768
H 1.249 1.541 -2.453
H 0.877 -0.884 -9.067
H -1.381 -3.278 -3.051
H 1.595 2.849 -0.585



Molecular formula: C19H22N4O4S
Method: DFT, ωB97M-V/def2-TZVPD

Net charge   0
Frontier orbital gap   7.988 eV
ΔE to the lowest compared entry with this formula, charge and spin   132.74 kcal/mol
SMILES   COc1ccc(NC(=S)N2CCN(c3ccc([N+](=O)[O-])cc3)CC2)cc1OC

Positions of all 50 atoms, in Å:
S 3.335 -0.700 -0.761
O -3.770 -1.650 -1.699
O 2.714 4.030 -4.673
O 0.604 3.616 -4.594
O -4.143 -3.207 0.714
N 2.209 2.180 1.285
N 1.710 3.672 -4.085
N 0.758 -0.949 -0.706
N 1.752 -0.351 1.339
C 3.375 1.445 1.740
C -1.566 -1.364 -1.107
C -0.569 -2.279 0.864
C 0.703 2.927 -1.993
C -1.791 -2.837 1.193
C 2.070 2.533 -0.034
C -0.451 -1.523 -0.293
C 1.833 3.299 -2.716
C 2.957 -0.011 2.066
C 3.079 3.315 -2.093
C -2.918 -2.673 0.398
C 0.818 2.558 -0.675
C 0.612 0.393 1.842
C 3.192 2.945 -0.777
C -2.799 -1.923 -0.791
C 1.874 -0.664 0.018
C 1.059 1.856 2.097
C -5.046 -2.247 -1.627
C -4.253 -4.021 1.854
H -0.257 2.922 -2.487
H -1.855 -3.421 2.096
H -0.077 2.265 -0.152
H -1.499 -0.797 -2.022
H -5.291 -4.351 1.873
H 2.741 -0.135 3.130
H -4.983 -3.337 -1.647
H -3.597 -4.895 1.793
H -5.570 -1.898 -2.517
H 1.363 1.981 3.140
H -0.196 0.359 1.114
H -5.592 -1.932 -0.736
H 0.259 -0.067 2.770
H 3.751 -0.701 1.778
H 0.287 -2.450 1.496
H 0.247 2.555 1.901
H 0.929 -0.970 -1.703
H 4.126 1.425 0.954
H 3.794 1.928 2.628
H 4.162 2.988 -0.309
H -4.036 -3.464 2.772
H 3.944 3.623 -2.659



Molecular formula: C19H22N5PdS
Method: DFT, ωB97M-V/def2-TZVPD

Net charge   +1
Frontier orbital gap   7.758 eV
ΔE to the lowest compared entry with this formula, charge and spin   47.97 kcal/mol

Positions of all 48 atoms, in Å:
Pd -1.368 -0.204 0.676
S -3.146 1.349 -0.060
N -1.172 -0.781 3.267
N -2.146 -2.011 -0.066
N -1.304 2.447 1.537
N -0.814 2.438 -0.726
N -2.458 -0.242 3.670
C -0.120 -2.917 -1.153
C 1.586 5.185 -0.008
C -1.649 2.100 0.274
C -1.491 -2.966 -0.944
C 2.723 4.698 -0.636
C -2.283 -3.958 -1.506
C -1.716 -4.957 -2.272
C 0.406 4.455 -0.028
C 0.362 -0.892 0.337
C 2.585 -0.002 0.556
C 0.438 -3.966 -1.896
C 0.751 -1.839 -0.599
C 1.510 2.733 -1.309
C 2.091 -1.749 -1.012
C 2.993 -0.858 -0.456
C -0.339 -4.967 -2.448
C 2.678 3.479 -1.298
C 0.382 3.218 -0.662
C 1.254 -0.020 0.943
H 3.281 0.680 1.027
H -0.982 -1.645 3.769
H -2.030 2.371 2.233
H 0.136 -5.758 -3.012
H 2.445 -2.391 -1.806
H -0.525 3.063 1.706
H -1.030 1.985 -1.601
H 1.473 1.771 -1.807
H -0.499 -0.097 3.591
H -3.050 -1.752 -0.445
H 4.014 -0.842 -0.811
H -2.509 -0.176 4.681
H -3.180 -0.884 3.377
H 3.638 5.275 -0.624
H -2.339 -5.729 -2.704
H 1.506 -4.017 -2.039
H -0.499 4.875 0.396
H 3.556 3.102 -1.807
H 0.908 0.661 1.715
H 1.604 6.151 0.479
H -3.352 -3.946 -1.327
H -2.315 -2.468 0.826



Q: Which E_tot values were calculated for the entries above? A: -26001.2286, -40951.3048, -45042.2481, -41819.2040, in eV.